Record 1
Below is C3H4N2 in the gas phase in a non-equilibrium geometry, with properties calculated with the ωB97M-V functional and the def2-TZVPD basis.

The geometry in XYZ format:
```
9
Properties=species:S:1:pos:R:3:nbo_charge:R:1
N -2.18 -1.18 -0.03 -0.3158
C -1.21 -0.73 -0.47 0.2524
C 0.04 -0.04 -0.71 -0.2030
C 0.38 0.80 0.48 -0.2238
N 1.16 -0.37 0.14 -0.5495
H 0.26 0.21 -1.75 0.2395
H 0.94 1.73 0.32 0.2128
H -0.40 0.76 1.27 0.2172
H 1.00 -1.17 0.74 0.3703
```

Output
SMILES: N#C[C@H]1CN1
Energy above the lowest of the compared OMol25 structures with the same formula, charge and spin: 159.78 kJ/mol
Max |F|: 0.0220 Eh/bohr


Record 2
Below is C3H4N2 in the gas phase, with properties calculated with the ωB97M-V functional and the def2-TZVPD basis.

The geometry in XYZ format:
```
9
Properties=species:S:1:pos:R:3:nbo_charge:R:1
N 0.58 -0.80 0.12 -0.4042
C -0.62 -0.59 -0.46 -0.0085
C -0.99 0.71 -0.24 -0.4111
C 0.02 1.40 0.51 -0.0474
N 0.93 0.43 0.70 -0.3984
H 1.20 -1.58 -0.03 0.4133
H -1.14 -1.40 -0.97 0.2217
H -1.89 1.20 -0.59 0.2240
H 1.89 0.62 0.95 0.4106
```

Output
Energy above the lowest of the compared OMol25 structures with the same formula, charge and spin: 257.86 kJ/mol
Max |F|: 0.0108 Eh/bohr


Record 3
Below is 2 unconnected molecules or ions with the total composition C3H4N2, with properties calculated with the ωB97M-V functional and the def2-TZVPD basis.

The geometry in XYZ format:
```
9
Properties=species:S:1:pos:R:3:nbo_charge:R:1
N 1.72 0.59 0.57 -0.4620
C -0.21 -1.71 -0.98 -0.2735
C -1.14 -1.17 -0.45 -0.2212
C -0.44 1.56 1.05 -0.0875
N 0.63 1.13 0.73 -0.0053
H 1.66 0.01 -0.28 0.3463
H 0.60 -2.23 -1.45 0.2393
H -1.96 -0.68 0.03 0.2444
H -0.87 2.51 0.79 0.2196
```

Output
Energy above the lowest of the compared OMol25 structures with the same formula, charge and spin: 507.76 kJ/mol
Max |F|: 0.0127 Eh/bohr